140
Properties=species:S:1:pos:R:3:lowdin_charge:R:1 method="wB97M-V/def2-TZVPD" charge=+1 e_homo_ev=-10.255 fmax_ha_per_bohr=0.0130 spin_multiplicity=1 gap_ev=7.74 e_tot_ev=-86436.8069
H -5.87 3.38 12.14 0.09
H -3.13 -3.22 5.58 0.09
H -2.49 1.38 3.02 0.13
H -6.17 4.84 9.79 0.13
C -2.18 0.34 3.15 -0.18
H 6.85 2.38 -4.48 0.09
H -4.87 4.33 -3.97 0.13
H 7.01 0.54 -2.04 0.12
H 4.56 -1.92 -0.25 0.13
H -4.28 -1.90 5.85 0.09
C -6.01 2.19 -2.87 -0.18
C 2.89 -4.10 -2.08 -0.13
H 0.76 -5.23 -5.44 0.13
C -0.92 -1.72 -0.23 -0.11
H 0.91 -0.61 3.67 0.13
C 2.57 -1.17 -1.98 -0.10
C -5.00 3.98 11.81 -0.11
C 5.14 -2.83 -0.31 -0.01
H -6.81 2.13 -4.86 0.13
H -5.95 3.89 7.47 0.13
H 1.03 -1.91 1.73 0.10
H 2.54 -3.13 0.55 0.04
H 3.60 -5.40 -4.36 0.09
O -2.04 3.36 7.82 -0.19
H 2.60 -1.65 -1.00 0.09
C 5.56 0.09 -3.59 -0.32
C -5.66 3.90 9.56 -0.21
O 2.03 -6.41 -6.46 -0.04
H 2.90 -6.35 -6.87 0.09
C 3.68 -1.71 -2.91 -0.25
C 3.29 -1.72 -4.41 -0.12
H 2.73 -4.81 1.16 0.10
H -3.88 5.66 0.13 0.09
H 7.12 -4.26 -1.49 0.13
H -4.43 3.13 7.97 0.12
H 1.37 -3.85 -3.58 0.09
H -1.83 -2.20 -0.60 0.09
C -0.06 -0.80 3.20 -0.18
C -7.08 2.55 -3.88 -0.21
O 2.67 -0.56 -4.90 -0.02
H -2.61 -1.75 6.43 0.09
C 5.04 -1.00 -2.64 -0.19
H 4.20 -1.86 -4.99 0.14
C -2.10 4.74 7.52 -0.21
N 5.32 -4.83 1.09 0.18
H 3.19 -3.43 2.13 0.10
O -4.92 4.72 -1.41 -0.19
H 6.30 2.77 -2.84 0.08
C 5.74 -5.64 -2.26 0.11
H -1.75 2.73 5.87 0.08
H 6.15 -2.61 0.03 0.14
C -4.67 4.92 -0.04 -0.11
H 0.50 -0.30 1.19 0.11
H -0.05 -2.24 -0.64 0.07
H 6.28 -4.77 0.77 0.06
C 1.30 -0.44 -4.75 -0.28
H 2.56 1.74 -0.51 0.06
O -0.78 0.40 3.34 -0.12
C -5.11 3.97 8.16 -0.19
H -8.99 3.92 -5.07 0.09
H 4.37 -3.63 -3.56 0.12
H -0.89 1.98 -3.98 0.11
H -5.26 5.04 11.91 0.09
C -3.18 5.42 8.33 -0.18
H -1.31 1.59 7.16 0.08
C 6.11 -4.45 -1.84 -0.18
H -1.62 -2.12 -4.93 0.11
H -2.53 0.22 5.25 0.11
C 1.84 -5.32 -5.58 -0.27
H -6.11 1.13 -2.65 0.13
H -5.59 5.27 0.42 0.09
C 3.16 -3.82 1.11 -0.03
H 2.67 -2.60 -4.61 0.09
H 0.77 -2.47 -5.28 0.09
H -2.44 -0.21 2.24 0.12
H 1.59 -1.42 -2.41 0.12
H -3.25 3.51 -1.52 0.13
C 0.82 0.81 -4.43 -0.02
H 2.61 0.97 -2.58 0.09
H 8.01 2.52 -3.17 0.08
N 2.57 0.72 -0.53 0.13
H -8.03 2.10 -3.56 0.13
C 2.52 -5.55 -4.23 -0.17
H 2.38 -6.61 -3.99 0.13
H -1.13 5.21 7.74 0.13
C 0.42 -1.50 -4.96 -0.02
O -7.22 3.95 -3.97 -0.19
H 2.30 -3.56 -1.35 0.08
H -3.09 5.14 9.38 0.12
C -0.94 -1.29 -4.78 -0.07
O -4.62 3.66 10.50 -0.20
H 5.00 -0.49 -1.67 0.14
O -0.94 -1.78 1.18 -0.18
H -2.48 0.10 -4.25 0.11
C 7.01 2.18 -3.42 -0.08
H -2.32 4.88 6.45 0.13
N 5.29 -3.22 -1.78 -0.14
H -7.50 4.00 -6.03 0.09
H -6.16 2.75 -1.95 0.12
C -0.54 1.00 -4.25 -0.05
H 3.33 -4.93 -1.53 0.12
F 4.59 1.08 -3.66 0.00
O -2.85 -1.62 4.37 -0.19
H -0.90 -0.68 -0.58 0.09
C 4.01 -3.22 -2.62 -0.16
C 6.88 0.69 -3.12 -0.19
C -1.30 2.64 6.86 -0.11
H -0.26 2.98 6.81 0.09
H -3.01 6.50 8.25 0.13
O -4.68 2.34 -3.36 -0.14
H -4.00 0.08 4.25 0.13
H -4.16 3.76 12.46 0.09
C -2.94 -0.21 4.33 -0.21
C 4.58 -3.91 0.63 -0.39
H 1.52 1.63 -4.32 0.12
C 2.59 0.30 -1.73 -0.22
C 0.21 -1.19 1.76 -0.20
H 7.70 0.17 -3.62 0.10
C 6.08 -2.11 -2.46 -0.49
H 6.24 -3.56 -4.40 -0.11
H -6.39 3.09 9.61 0.13
H -8.04 5.42 -5.10 0.09
C -7.98 4.33 -5.10 -0.11
H 2.21 -4.40 -6.03 0.11
C -1.42 -0.06 -4.41 -0.07
H -3.27 3.58 -4.04 0.12
H 6.86 -1.77 -1.77 0.11
H 4.76 -5.88 -2.63 0.06
S 7.05 -2.60 -3.92 0.92
H 1.19 -5.24 -2.57 0.13
H -0.55 -1.63 3.73 0.13
C -4.18 3.67 -3.44 -0.18
O -4.49 5.21 7.84 -0.12
H -3.10 5.11 -2.29 0.13
C -3.78 4.26 -2.11 -0.22
H -4.38 3.98 0.45 0.09
H 5.70 -0.31 -4.60 0.13
C -3.24 -2.14 5.62 -0.11
C 1.93 -4.66 -3.12 -0.16
H 6.47 -6.43 -2.24 0.10

51
Properties=species:S:1:pos:R:3:lowdin_charge:R:1 method="wB97M-V/def2-TZVPD" charge=0 e_homo_ev=-7.785 fmax_ha_per_bohr=0.0148 spin_multiplicity=1 gap_ev=7.01 e_tot_ev=-111463.6562 e_above_lowest_ev=0.815
H -1.88 1.01 -3.09 0.12
H -0.16 -0.59 -5.18 0.08
F 2.87 1.88 2.08 0.01
N 2.07 -0.61 -0.49 -0.02
Br -5.57 2.84 3.12 0.71
C 0.37 -1.64 2.57 0.00
C -0.26 -1.88 -2.41 -0.07
H -3.25 0.23 -1.21 0.11
H 3.77 -4.04 0.14 0.12
C -1.82 2.60 0.23 -0.41
B 3.29 3.18 1.70 -1.34
C -0.56 -0.68 -3.06 -0.28
C -2.42 -0.37 -1.55 -0.08
O -0.85 2.55 -0.61 -0.41
C 1.02 -2.85 2.86 -0.06
F 3.82 3.04 0.38 -0.05
H -1.67 -0.23 2.17 0.12
C 0.26 -0.22 -4.24 -0.05
C 3.00 -1.09 -1.29 -0.15
C -1.03 -2.32 -1.35 -0.09
C -2.12 -1.57 -0.92 -0.10
C -2.03 1.64 1.26 -0.14
F 4.17 3.75 2.57 0.19
H 1.29 -0.60 -4.18 0.07
H -0.35 -1.27 3.27 0.11
C 3.29 -3.09 -0.05 0.00
H -4.60 4.50 0.87 0.10
H -2.72 -1.91 -0.09 0.11
H 2.46 -4.29 2.20 0.11
C -1.19 0.50 1.51 -0.10
C -2.80 3.63 0.13 -0.01
C 1.69 -1.38 0.57 -0.17
H 0.29 0.86 -4.31 0.08
H 4.38 -2.65 -1.84 0.11
F 2.10 3.94 1.54 -0.02
H 0.77 -3.39 3.77 0.11
H -2.67 4.36 -0.65 0.12
H -3.31 0.96 2.86 0.11
H 3.28 -0.45 -2.13 0.11
C 2.31 -2.62 0.85 -0.15
C -1.64 0.07 -2.61 -0.05
C 1.96 -3.36 2.00 -0.03
C 0.65 -0.92 1.43 -0.22
C -4.06 2.73 1.97 -0.70
N -0.01 0.27 1.06 -0.04
C 3.63 -2.33 -1.13 -0.04
C -3.88 3.70 0.98 -0.12
Ba 1.44 2.09 -0.22 2.17
H -0.79 -3.25 -0.85 0.11
C -3.16 1.72 2.10 -0.09
H 0.58 -2.47 -2.74 0.11